146
Properties=species:S:1:pos:R:3:forces:R:3:mulliken_charge:R:1 method="wB97M-V/def2-TZVPD" e_tot_ev=-67695.093 e_lumo_ev=0.48 e_homo_ev=-8.956 de_lowest_kcal_mol=144.7 max_force_ha_per_bohr=0.076 gap_ev=9.43 smiles=COC[C@H](C)N.COC[C@H](C)N.COC[C@H](C)N.COC[C@H](C)N.COC[C@H](C)N.COC[C@H](C)N.COC[C@H](C)N.CCO.CCO.CCO
C 20.07472 5.32750 -19.68201 -0.851 0.912 -0.671 -0.7408
O 19.58025 4.02095 -19.79966 0.612 -1.098 -0.594 -0.3912
C 19.20073 3.70062 -21.17638 -0.067 -0.599 1.289 0.1030
C 18.74112 2.21199 -21.20287 -0.323 -0.349 0.404 1.8080
C 18.73047 1.43278 -22.50637 1.241 0.472 -1.320 -1.3947
N 17.32857 2.06043 -20.83277 0.116 0.279 0.619 -0.7236
H 20.74190 5.62541 -20.49085 0.409 -0.378 -0.127 0.2129
H 20.55613 5.56230 -18.73268 -0.128 -0.616 0.057 0.2564
H 19.22957 6.00096 -19.82443 -0.217 0.438 0.288 0.3940
H 18.33099 4.33250 -21.35631 0.050 0.197 -0.740 0.3159
H 20.05197 3.89640 -21.82843 -0.041 0.091 -0.180 -0.4201
H 19.41219 1.69876 -20.51413 -0.274 -0.052 0.339 -0.9287
H 19.71582 1.14664 -22.87419 0.200 0.350 0.027 0.1705
H 18.29435 2.06825 -23.27714 -0.151 -0.033 -0.278 0.4439
H 18.16866 0.49879 -22.49533 -0.232 0.274 0.582 0.3673
H 16.86827 2.55356 -21.58447 -0.694 -0.064 -0.017 0.3238
H 17.07231 2.53905 -19.98109 0.171 0.202 0.252 0.2967
C 22.20404 0.56860 -22.23139 -0.552 0.279 -1.094 -0.8607
O 22.29833 1.96544 -22.64939 -0.989 -1.716 2.061 0.5529
C 23.29319 2.20635 -23.55055 0.608 0.994 -1.736 -1.0214
C 23.33789 3.71076 -23.88809 -3.069 0.341 0.974 0.6369
C 21.93286 4.29617 -24.42753 0.532 -0.897 0.558 -1.2748
N 24.37331 4.01138 -24.81851 0.822 0.292 -0.061 -0.2492
H 23.11327 0.07097 -21.89409 0.429 0.640 0.113 -0.0531
H 21.86296 -0.00334 -23.09432 0.031 -0.136 -0.272 0.4816
H 21.43312 0.39695 -21.48018 0.131 0.658 0.092 0.0761
H 24.27527 1.86759 -23.22061 0.271 0.090 0.281 0.4284
H 23.14744 1.75049 -24.52986 -0.412 -0.821 -0.254 0.2701
H 23.40168 4.13870 -22.88764 0.824 0.744 -0.139 -0.3709
H 21.86249 5.38030 -24.51595 0.854 0.097 -0.153 0.1226
H 21.10355 4.09855 -23.74834 0.130 -0.548 0.170 0.0981
H 21.65937 3.86674 -25.39132 0.138 -0.081 -0.131 0.4318
H 25.25634 4.08915 -24.33446 0.254 0.068 0.099 0.3256
H 24.48364 3.19251 -25.39936 0.101 -0.094 -0.455 0.2173
C 21.15954 0.07611 -18.67019 0.154 -0.477 -1.400 -0.3169
O 20.70050 -1.18229 -19.22836 -0.474 0.349 0.066 -0.4213
C 19.33118 -1.11835 -19.77312 1.097 -0.206 1.502 -0.1867
C 18.67352 -2.50690 -19.68518 -0.431 1.316 0.424 0.6333
C 19.28707 -3.36960 -20.73376 0.503 -0.968 -1.675 -1.3081
N 17.24078 -2.35909 -20.07201 0.247 -0.602 0.459 -0.7597
H 22.23160 0.02339 -18.48041 -0.024 -0.458 -0.020 0.3052
H 20.70060 0.43864 -17.75038 -0.562 -0.395 -0.019 0.3343
H 21.04809 0.81423 -19.46446 -0.103 0.466 0.265 -0.1903
H 18.87556 -0.35050 -19.14788 -0.781 -0.093 -0.294 0.5165
H 19.28491 -0.87570 -20.83476 0.341 0.579 0.001 -0.2206
H 18.76956 -2.87685 -18.66438 0.225 -0.197 0.044 0.3697
H 20.21859 -3.90903 -20.56230 0.116 0.426 0.576 0.2595
H 19.44230 -2.74205 -21.61136 0.325 0.192 -0.080 0.0617
H 18.63447 -4.11702 -21.18495 -0.506 -0.222 0.612 0.4327
H 16.88979 -3.28538 -19.87480 -0.337 -0.528 -0.637 0.2696
H 16.69892 -1.86053 -19.38069 0.285 0.857 0.219 0.2483
C 25.35108 9.58329 -22.37833 -0.740 -0.522 -1.099 -0.6831
O 25.94641 8.86930 -23.43526 1.487 -0.955 0.066 -0.3546
C 25.17060 8.31601 -24.49587 0.972 0.116 0.479 -0.5208
C 26.00378 7.20477 -25.22307 -0.084 1.677 0.966 1.0381
C 27.37480 7.65552 -25.71440 0.141 -0.520 0.096 -1.6446
N 25.19349 6.76067 -26.32341 0.189 -1.047 -0.640 -0.8653
H 25.26996 10.61555 -22.71886 -0.577 0.230 0.414 0.2802
H 25.90671 9.55277 -21.44108 0.480 -0.226 -0.330 0.2310
H 24.40878 9.06385 -22.20411 -0.565 0.646 0.363 0.2640
H 24.23733 7.88359 -24.13514 -0.175 -0.218 0.268 0.1562
H 24.89534 9.12734 -25.16972 0.051 -0.072 -0.470 0.3263
H 26.23967 6.39598 -24.53147 -0.380 -0.039 0.557 -0.0260
H 27.34222 8.15104 -26.68471 -0.103 0.543 0.270 0.3785
H 27.96321 6.75556 -25.89314 0.052 -0.250 -0.108 0.4000
H 27.92816 8.16892 -24.92807 -0.184 0.450 -0.262 0.3829
H 24.61058 6.00791 -25.98629 -0.911 0.048 0.457 0.3081
H 25.83359 6.15616 -26.81834 0.295 0.122 -1.017 0.3313
C 25.86399 -1.66587 -22.32797 0.021 0.412 0.102 -0.3830
O 26.44944 -1.66587 -23.61161 -0.136 0.178 -0.986 -0.3272
C 27.23437 -2.77918 -24.01079 -1.569 -1.462 0.707 -0.9828
C 27.20996 -3.07370 -25.51931 1.710 3.540 0.123 1.1031
C 25.91800 -3.28461 -26.29499 0.040 -1.882 0.811 -1.6081
N 28.33423 -3.99166 -25.76498 -0.623 -0.431 -0.508 -0.7725
H 25.31993 -0.72889 -22.20894 -0.255 -0.003 -0.439 -0.1245
H 26.59731 -1.57609 -21.52655 0.298 -0.677 0.055 0.3724
H 25.16662 -2.49557 -22.21228 0.141 -0.171 0.225 0.2259
H 28.23774 -2.66435 -23.60073 0.301 0.091 -0.432 0.3213
H 26.84627 -3.70287 -23.58153 -0.246 -0.110 0.706 0.4077
H 27.60032 -2.11543 -25.86199 -0.219 0.663 -0.506 -0.1323
H 25.03286 -2.80182 -25.88082 0.301 0.308 0.098 0.2825
H 25.74381 -4.35760 -26.21465 -0.440 -0.280 -0.047 0.4954
H 25.97172 -3.11104 -27.36974 0.356 0.418 0.139 0.3382
H 29.13116 -3.59305 -25.28947 0.167 -0.110 0.425 0.3081
H 28.58701 -3.81085 -26.72597 0.026 -0.530 -0.472 0.2988
C 21.97439 -3.20870 -23.63444 1.609 2.105 -0.037 -0.4164
O 22.38066 -4.12999 -22.70484 -0.466 -1.294 1.557 -0.2135
C 21.83853 -5.39492 -22.90183 0.931 -2.626 0.687 -0.7312
C 22.33854 -6.48152 -21.83395 1.585 0.562 -0.654 0.4259
C 23.90911 -6.68548 -21.72358 -0.551 1.663 -0.131 -1.3959
N 21.73529 -7.77533 -22.09143 -0.878 -0.028 0.059 -0.7113
H 22.64398 -2.39233 -23.36370 0.097 0.549 -0.483 -0.0430
H 21.00205 -2.72924 -23.52137 -0.602 -0.842 -0.157 0.1912
H 22.27343 -3.49863 -24.64172 -0.601 -0.151 -0.319 0.4084
H 20.75401 -5.49018 -22.84846 -0.259 0.565 -0.049 0.2546
H 22.16686 -5.75042 -23.87852 -0.098 -0.182 -0.432 0.5080
H 21.96357 -6.09742 -20.88529 0.048 -0.226 0.215 0.1927
H 24.41214 -6.69963 -22.69046 -0.250 -0.042 -0.285 0.2974
H 24.26871 -7.56523 -21.18987 -0.633 -0.155 0.147 0.4415
H 24.31850 -5.82219 -21.19896 0.203 0.096 0.041 0.2977
H 22.06547 -8.19838 -22.94706 0.126 0.227 -0.316 0.2549
H 22.07165 -8.39403 -21.36743 -0.220 -0.168 0.158 0.2822
C 20.69063 8.30043 -25.71510 -0.987 -0.534 0.203 -0.6361
O 19.34126 8.85339 -25.73653 1.371 0.615 -1.917 -0.3705
C 19.20961 9.45804 -27.06954 -2.601 -0.691 -0.730 -0.7123
C 17.69633 9.86683 -27.33903 0.972 0.989 0.748 0.4588
C 17.36136 10.56172 -28.70222 0.489 -0.196 -0.228 -1.3885
N 17.32979 10.70583 -26.17971 -1.007 -0.181 -0.655 -0.8182
H 20.82596 7.82095 -26.68458 0.544 -0.025 0.087 0.3314
H 20.76366 7.53169 -24.94581 -0.385 -0.013 0.075 0.1679
H 21.48990 9.00388 -25.48181 -0.211 0.474 -0.335 0.3132
H 19.88804 10.29096 -27.25412 0.101 0.077 0.304 0.3136
H 19.28458 8.72645 -27.87407 1.167 -0.542 0.165 0.4376
H 17.10343 8.95595 -27.42188 0.001 -0.089 0.922 0.2526
H 18.20702 10.95324 -29.26762 0.340 0.182 0.333 0.3048
H 16.62320 11.36157 -28.64348 0.141 0.041 0.611 0.3957
H 16.90851 9.86693 -29.40953 0.024 -0.368 0.169 0.3285
H 17.43337 10.14773 -25.34431 0.040 -0.053 0.128 0.3263
H 18.03880 11.42264 -26.11982 0.022 0.275 0.118 0.2748
C 28.60292 0.85295 -26.15179 -0.346 -0.761 -0.503 -1.1689
C 27.05505 0.92019 -25.95654 2.393 1.004 0.165 -0.1330
O 26.69658 0.95706 -24.60319 -0.513 -0.168 0.105 -0.4396
H 29.17053 1.69818 -25.76255 -0.312 0.088 -0.017 0.3551
H 28.77396 0.73575 -27.22189 0.091 0.535 -0.287 0.3803
H 29.07904 -0.05807 -25.78921 -0.293 -0.135 0.610 0.2603
H 26.63896 0.08317 -26.51724 -0.514 0.217 -0.006 0.2548
H 26.81117 1.91725 -26.32328 -0.575 -0.266 -0.659 0.3347
H 26.45841 0.05446 -24.37918 0.085 -0.440 0.608 0.3731
C 24.90394 5.66555 -19.86626 1.687 -0.944 -0.238 -1.2761
C 23.45305 5.32834 -19.79351 -1.400 2.119 0.453 0.4666
O 23.18547 4.14307 -19.11896 0.370 -1.152 0.550 -0.5616
H 25.26490 6.57454 -20.34744 -0.829 0.036 -0.633 0.2216
H 25.38248 4.80312 -20.33028 0.396 0.093 -0.299 0.2963
H 25.42415 5.76767 -18.91387 -0.606 -0.344 0.540 0.3705
H 22.87319 5.40155 -20.71357 0.631 -0.310 -0.594 -0.0693
H 22.97756 6.12286 -19.21840 -0.170 0.314 0.326 0.2336
H 22.61014 3.55429 -19.61286 -0.010 0.159 -0.197 0.3084
C 18.43303 4.83399 -27.20256 -0.106 0.623 2.676 -0.8522
C 18.61294 3.36901 -27.53353 1.140 1.483 -2.277 -0.1657
O 17.62622 2.83875 -28.35104 -2.028 -1.512 0.261 -0.5612
H 17.77304 4.89855 -26.33749 -0.456 -0.072 0.108 0.3225
H 18.06960 5.66738 -27.80380 0.170 -0.767 -1.089 0.4077
H 19.35467 5.17816 -26.73328 0.395 0.125 -0.239 0.1279
H 18.75723 2.78831 -26.62245 -0.368 -0.103 -0.190 0.1519
H 19.50096 3.29433 -28.16118 0.810 -0.116 0.517 0.2710
H 17.48276 3.28392 -29.18939 0.475 0.366 0.272 0.3121